Entry 1:
Molecular formula: C23H44Cl3N4O3SScSi
Method: DFT, ωB97M-V/def2-TZVPD

For the LUMO energy, the calculation gives -0.068 eV. As for the gap between HOMO and LUMO: 5.20 eV. As for the charge: 0. As for the HOMO energy: -5.266 eV. Its energy relative to the best compared isomer or geometry (same formula, charge and spin) is 108.5 kcal/mol.

Structure (XYZ):
```
80
Properties=species:S:1:pos:R:3:lowdin_charge:R:1
C 1.389 0.322 -5.511 -0.052
C 1.940 0.731 -4.168 -0.285
H 2.229 0.260 -6.206 0.074
H 0.707 1.101 -5.855 0.083
H 0.884 -0.647 -5.516 0.064
C 2.742 1.818 -4.099 -0.172
C 3.123 2.731 -5.217 -0.148
H 3.345 1.983 -3.194 0.076
H 2.368 3.458 -5.557 0.063
H 3.519 2.227 -6.119 0.064
H 3.956 3.321 -4.827 0.055
Sc -1.576 -0.688 1.362 0.136
Cl -1.856 -3.019 0.810 0.060
Cl -3.802 0.136 1.221 0.043
H -4.830 -1.630 5.547 0.097
H -4.845 -4.153 4.448 0.096
C -4.516 -1.296 4.550 -0.031
C -4.612 -3.569 3.546 -0.025
N -3.821 -2.387 3.875 -0.163
H -3.866 -0.423 4.625 0.090
C -2.534 -2.370 3.537 -0.331
O -1.831 -1.303 3.359 -0.219
H -4.035 -4.186 2.851 0.085
H -2.100 -3.353 3.342 0.104
H -5.427 -1.042 3.987 0.094
H -5.565 -3.272 3.086 0.105
H -1.038 2.864 -1.613 0.083
H 1.586 3.963 -1.085 0.100
C -1.073 3.429 -0.667 -0.016
C 1.247 3.987 -0.040 -0.043
N 0.093 3.122 0.154 -0.141
H -1.997 3.206 -0.123 0.100
C 0.093 2.118 1.041 -0.310
O -0.934 1.475 1.408 -0.222
H 2.052 3.659 0.622 0.082
H 1.083 1.851 1.448 0.109
H -1.028 4.492 -0.916 0.095
H 0.985 5.028 0.188 0.097
O 0.393 0.588 -3.059 -0.356
C 1.567 -0.129 -2.950 -0.403
C 2.762 1.099 -1.052 -0.088
C 2.516 -0.085 -1.740 -0.187
H 2.216 1.999 -1.341 0.084
C 3.700 1.175 -0.005 -0.106
H 1.332 -1.185 -3.193 0.128
C 3.283 -1.216 -1.369 -0.048
H 3.840 2.108 0.524 0.085
C 4.410 0.036 0.389 -0.132
C 4.202 -1.145 -0.316 -0.131
H 3.126 -2.152 -1.915 0.114
H 5.069 0.077 1.255 0.095
H 4.747 -2.046 0.007 0.100
Si -2.244 -0.129 -2.628 0.528
Cl -0.647 -0.428 -0.812 0.375
C -3.302 1.352 -2.328 -0.184
C -3.414 -1.538 -2.010 -0.256
C -1.707 -0.519 -4.348 -0.202
H -2.759 2.267 -2.123 -0.007
H -3.983 1.177 -1.492 0.011
H -3.916 1.527 -3.219 0.050
H -1.475 0.420 -4.878 0.041
H -2.531 -1.039 -4.880 0.046
H -0.825 -1.174 -4.330 0.029
H -2.917 -2.524 -2.001 0.014
H -4.323 -1.607 -2.637 0.035
H -3.762 -1.334 -0.972 -0.047
C 0.511 -0.601 5.256 -0.077
N 1.120 -0.221 3.979 -0.023
C 1.470 -1.137 3.047 -0.755
S 1.196 -0.878 1.377 0.719
N 2.013 -2.308 3.418 -0.037
C 2.895 -2.474 4.569 -0.062
H 0.574 -1.682 5.400 0.085
H -0.539 -0.291 5.264 0.079
H 1.035 -0.085 6.065 0.086
H 0.718 0.628 3.573 0.118
H 2.242 -2.889 2.605 0.131
H 2.682 -3.444 5.024 0.089
H 3.944 -2.464 4.254 0.092
H 2.723 -1.680 5.296 0.071
```

---

Entry 2:
Molecular formula: C23H44GdNP3S
Method: DFT, ωB97M-V/def2-TZVPD

For the LUMO energy (spin up / spin down), the calculation gives -9.752 / -11.629 eV. As for the gap between HOMO and LUMO (spin up / spin down): 7.25 / 5.65 eV. As for the charge: +3. As for the HOMO energy (spin up / spin down): -17.001 / -17.280 eV. Its spin multiplicity is 8. Its energy relative to the best compared isomer or geometry (same formula, charge and spin) is 47.1 kcal/mol.

Structure (XYZ):
```
73
Properties=species:S:1:pos:R:3:lowdin_spin:R:1
Gd 0.442 0.462 -0.246 5.324
P -1.680 -0.712 1.613 -0.004
P 1.727 -1.930 0.555 0.002
P -2.218 1.618 -0.802 0.032
H 2.540 0.203 -5.497 0.021
C 1.878 1.052 -5.347 0.506
C 2.194 1.946 -4.335 0.109
H 3.141 1.704 -3.817 0.000
C -2.694 -2.135 1.016 0.001
C -1.010 -1.451 3.159 -0.001
C -3.016 0.234 2.450 0.001
C 3.379 -2.190 -0.185 0.001
C 2.040 -2.485 2.283 0.002
C 0.737 -3.352 -0.036 0.005
C -2.101 2.572 -2.358 0.003
C -3.142 2.857 0.180 0.010
C -3.595 0.478 -1.251 0.006
H 1.013 1.208 -5.990 0.019
H 1.852 2.997 -4.363 0.006
H -3.367 -2.432 1.831 0.000
H -2.038 -2.960 0.730 0.000
H -3.267 -1.833 0.135 0.000
H -1.826 -1.540 3.891 0.000
H -0.231 -0.793 3.564 0.000
H -0.589 -2.445 2.965 0.000
H -3.360 -0.382 3.294 0.000
H -3.866 0.428 1.783 0.000
H -2.624 1.186 2.829 0.000
H 3.937 -2.947 0.398 0.000
H 3.920 -1.233 -0.139 0.000
H 3.310 -2.471 -1.245 0.000
H 1.792 -3.552 2.386 0.000
H 1.442 -1.921 3.005 0.000
H 3.099 -2.327 2.522 0.000
H 1.427 -4.152 -0.323 0.001
H 0.126 -3.062 -0.901 0.004
H 0.072 -3.713 0.761 0.000
H -3.115 2.769 -2.709 0.001
H -1.519 2.035 -3.108 0.000
H -1.588 3.514 -2.151 0.000
H -3.870 3.342 -0.480 0.001
H -2.445 3.613 0.559 0.000
H -3.666 2.403 1.028 0.000
H -4.226 1.003 -1.970 0.000
H -4.193 0.193 -0.384 0.000
H -3.173 -0.412 -1.714 0.004
C 0.951 -0.445 -3.256 0.112
C -0.211 -1.089 -3.784 0.093
C -0.036 -2.302 -4.457 0.002
C 1.263 -2.860 -4.620 0.054
C 2.357 -2.316 -3.913 0.049
C 2.219 -1.072 -3.282 0.010
S 0.854 1.252 -2.818 0.272
H -0.611 -0.573 -1.554 0.340
H -1.159 -0.527 -3.795 0.001
H -0.889 -2.838 -4.890 -0.001
H 1.403 -3.728 -5.300 0.002
H 3.330 -2.834 -3.885 0.002
H 3.085 -0.459 -2.992 -0.001
C 1.485 3.185 5.751 0.000
C 1.230 2.650 4.374 0.000
C 0.039 2.965 3.700 0.001
C -0.198 2.410 2.458 0.003
N 0.707 1.591 1.840 0.004
C 1.881 1.321 2.480 0.000
C 2.156 1.817 3.743 0.000
H 1.490 4.291 5.772 0.000
H 0.698 2.851 6.441 0.000
H 2.452 2.844 6.145 0.000
H -0.727 3.609 4.137 0.000
H -1.130 2.633 1.918 0.001
H 2.621 0.703 1.953 0.000
H 3.089 1.534 4.248 0.000
```

---

Entry 3:
Molecular formula: C23H45BN3O10
Method: DFT, ωB97M-V/def2-TZVPD

For the LUMO energy, the calculation gives -4.228 eV. As for the gap between HOMO and LUMO: 6.53 eV. As for the charge: +1. As for the HOMO energy: -10.755 eV.

Structure (XYZ):
```
82
Properties=species:S:1:pos:R:3:lowdin_charge:R:1
C -0.074 0.405 0.284 -0.045
C 0.099 1.108 -1.054 -0.172
O -0.950 0.777 -2.001 0.112
B -1.950 1.665 -2.148 -0.645
O -2.119 2.549 -3.143 0.267
N -3.022 1.711 -1.033 0.130
C -4.034 0.834 -1.022 0.069
C -4.982 0.821 -0.021 -0.081
C -6.054 -0.240 -0.087 -0.010
C -7.484 0.253 -0.096 -0.539
O -8.343 -0.233 0.575 0.151
O -7.671 1.257 -0.977 0.119
C -4.846 1.772 0.998 0.015
C -5.848 1.793 2.120 -0.399
O -7.010 1.947 1.915 0.227
O -5.320 1.692 3.369 0.025
C -5.239 0.358 3.897 -0.164
O -4.908 -0.561 2.917 -0.138
C -3.523 -0.841 2.773 -0.053
C -3.807 2.713 0.976 -0.109
C -3.626 3.787 2.007 -0.055
C -4.556 5.028 1.840 -0.391
C -5.428 5.023 0.597 -0.021
O -5.414 5.202 2.956 -0.013
C -2.912 2.639 -0.073 0.052
H -0.344 1.148 1.037 0.074
H 0.843 -0.067 0.622 0.064
H -0.873 -0.335 0.280 0.081
H 1.052 0.839 -1.503 0.119
H 0.139 2.189 -0.908 0.123
H -1.832 2.248 -4.013 0.145
H -4.069 0.127 -1.840 0.162
H -5.902 -0.776 -1.026 0.139
H -5.951 -0.953 0.727 0.134
H -8.413 1.784 -0.642 0.140
H -6.198 0.081 4.330 0.154
H -4.484 0.393 4.681 0.142
H -3.009 -0.814 3.734 0.099
H -3.431 -1.843 2.364 0.101
H -3.032 -0.139 2.092 0.076
H -2.590 4.123 1.973 0.127
H -3.769 3.362 2.997 0.118
H -3.905 5.903 1.769 0.139
H -4.820 5.161 -0.297 0.091
H -6.019 4.113 0.503 0.074
H -6.123 5.857 0.671 0.097
H -5.107 4.703 3.717 0.089
H -2.084 3.331 -0.145 0.161
C 6.457 -0.216 -1.406 -0.071
C 5.868 1.085 -0.876 -0.429
C 4.806 0.871 0.210 -0.199
O 3.543 0.425 -0.266 -0.210
C 3.475 -0.974 -0.507 -0.102
N 5.372 1.877 -2.004 0.042
H 5.776 -0.724 -2.088 0.060
H 7.376 -0.020 -1.957 0.082
H 6.693 -0.903 -0.591 0.082
H 6.676 1.654 -0.408 0.138
H 4.611 1.832 0.692 0.121
H 5.170 0.187 0.987 0.122
H 4.065 -1.543 0.215 0.093
H 3.810 -1.217 -1.517 0.079
H 2.428 -1.274 -0.422 0.072
H 5.082 2.795 -1.679 0.071
H 4.521 1.441 -2.347 0.065
C 6.723 -6.595 -0.984 -0.067
C 5.477 -5.788 -0.635 -0.434
C 4.989 -4.875 -1.767 -0.211
O 5.745 -3.693 -1.945 -0.213
C 6.929 -3.839 -2.713 -0.097
N 5.718 -5.057 0.612 0.041
H 7.623 -5.981 -0.950 0.066
H 6.856 -7.403 -0.267 0.078
H 6.645 -7.035 -1.980 0.080
H 4.667 -6.499 -0.445 0.135
H 3.980 -4.535 -1.515 0.116
H 4.919 -5.425 -2.714 0.121
H 6.806 -4.575 -3.512 0.093
H 7.775 -4.122 -2.084 0.079
H 7.152 -2.870 -3.160 0.082
H 4.858 -4.611 0.918 0.064
H 6.350 -4.287 0.407 0.067
```

---

Number 1: total energy -113652.9655 eV. Number 2: total energy -85560.1551 eV. Number 3: total energy -50197.6463 eV.